Entry 1:
Density functional theory data (wB97M-V/def2-TZVPD) for 3 unconnected molecules or ions with the total composition C16H12N3O11PS.

As for the multiplicity: 1. As for the SMILES: O=NOC1=C(P(O)(O)=S)C(=O)OC1=O.O=[N+]([O-])c1ccccc1.O=[N+]([O-])c1ccccc1. Its HOMO energy is -9.405 eV. For the LUMO energy, the calculation gives -2.16 eV. The largest force on an atom comes out at 0.1747 hartree/bohr.

Geometry as XYZ:
```
44
C16H12N3O11PS | the OMol25 dataset | wB97M-V/def2-TZVPD
O 6.7097 -1.0623 1.4419
N 5.4704 -0.8976 1.4638
O 5.4344 0.2389 0.8074
C 4.3661 1.1399 0.8799
C 2.8841 1.0914 0.8195
P 1.8302 -0.5505 0.7776
O 1.2632 -0.5825 2.4093
O 2.7523 -2.0157 0.7032
S 0.2467 -0.4276 -0.3076
C 2.3469 2.6154 0.7297
O 1.5833 2.9399 -0.2815
O 3.2838 3.5584 1.3393
C 4.4780 2.7202 1.3803
O 5.2387 2.9439 2.4245
H 2.0193 -0.5183 3.0829
H 2.7479 -2.3204 -0.2443
O 1.2435 -3.7829 -0.6464
N 0.9966 -4.9406 -0.2771
O 1.8042 -5.8795 -0.3249
C -0.3455 -5.2190 0.2480
C -1.3025 -4.1955 0.2853
C -2.5847 -4.4723 0.7633
C -2.9049 -5.7576 1.2033
C -1.9469 -6.7725 1.1748
C -0.6620 -6.5083 0.6964
H -1.0687 -3.1887 -0.0540
H -3.3364 -3.6863 0.7900
H -3.9078 -5.9701 1.5699
H -2.2032 -7.7709 1.5223
H 0.0724 -7.3109 0.6776
O -3.1381 1.8921 -2.9134
N -2.3604 2.4480 -2.1237
O -1.4697 1.8649 -1.4890
C -2.5079 3.8945 -1.9232
C -3.5261 4.5877 -2.5922
C -3.6768 5.9593 -2.3789
C -2.8157 6.6308 -1.5095
C -1.7960 5.9399 -0.8527
C -1.6373 4.5677 -1.0558
H -4.2053 4.0789 -3.2728
H -4.4682 6.5049 -2.8883
H -2.9407 7.6993 -1.3420
H -1.1271 6.4709 -0.1789
H -0.8397 4.0430 -0.5340
```


Entry 2:
Density functional theory data (wB97M-V/def2-TZVPD) for a molecular structure, C16H12N3OPtS2.

Its energy above the lowest of the compared OMol25 structures with the same formula, charge and spin is 29.3 kJ/mol. As for the multiplicity: 1. Its HOMO energy is -12.012 eV. For the LUMO energy, the calculation gives -5.91 eV. The largest force on an atom comes out at 0.0134 hartree/bohr. Its total charge is +1.

Geometry as XYZ:
```
35
C16H12N3OPtS2 | the OMol25 dataset | wB97M-V/def2-TZVPD
Pt 0.1866 0.0750 0.2335
S 1.7338 -1.5515 -0.0191
C 1.9224 -1.1718 -1.7088
S 0.6937 0.0335 -1.9496
C 2.7808 -1.6728 -2.6101
C 3.7247 -2.6730 -2.2230
N 4.4638 -3.4931 -1.9071
C 2.7376 -1.1817 -3.9525
N 2.6824 -0.7242 -5.0047
C -1.3819 4.0548 1.4069
C -1.4972 2.6712 0.8636
N -2.6667 2.2384 0.4466
O -0.4429 1.9721 0.8262
H -2.3330 4.5797 1.4203
H -0.6651 4.6071 0.7998
H -0.9791 3.9962 2.4176
H -3.4724 2.8410 0.4823
H -2.7899 1.3022 0.0819
C -5.0771 -1.4162 -1.4072
C -3.9927 -0.7768 -2.0402
C -2.8073 -0.5981 -1.3818
C -2.6530 -1.0471 -0.0475
C -1.4916 -0.8931 0.7390
C -1.3538 -1.3458 2.0152
C -2.4662 -1.9658 2.6361
C -3.6233 -2.1338 1.9375
C -3.7491 -1.6891 0.5983
C -4.9547 -1.8625 -0.1224
H -6.0039 -1.5559 -1.9463
H -4.0954 -0.4351 -3.0615
H -1.9749 -0.1352 -1.8949
H -0.4276 -1.2466 2.5750
H -2.3704 -2.3140 3.6549
H -4.4714 -2.6219 2.4002
H -5.7813 -2.3599 0.3687
```


Entry 3:
Density functional theory data (wB97M-V/def2-TZVPD) for a molecular structure, C16H12NO7RuTe.

Its energy above the lowest of the compared OMol25 structures with the same formula, charge and spin is 272.5 kJ/mol. As for the multiplicity: 2. Its HOMO energy (spin up / spin down) is -9.481 / -9.543 eV. For the LUMO energy (spin up / spin down), the calculation gives -2.61 / -2.20 eV. Its expectation value of S² is 0.79. The largest force on an atom comes out at 0.0644 hartree/bohr.

Geometry as XYZ:
```
38
C16H12NO7RuTe | the OMol25 dataset | wB97M-V/def2-TZVPD
Ru -0.7952 -0.3822 -1.7565
O -0.0667 5.8677 -2.3556
C -0.1630 4.5362 -2.3780
C 0.9503 3.6927 -2.2835
C 0.7448 2.3269 -2.2915
N -0.4689 1.7959 -2.3541
C -1.5334 2.5803 -2.4389
C -1.4354 3.9550 -2.4758
C -2.8921 1.8144 -2.4203
O -3.8795 2.3983 -2.8029
O -2.7834 0.6437 -1.9575
C 1.8929 1.3023 -2.2024
O 3.0015 1.6392 -2.5477
O 1.5255 0.1772 -1.7171
H 0.8555 6.1508 -2.2791
H 1.9638 4.0629 -2.2087
H -2.3131 4.5711 -2.5693
C -0.3315 -0.1869 2.7289
Te 0.4502 0.3222 0.7447
C 0.9154 -1.7891 0.7335
C 0.8892 -2.2749 2.1469
C 1.4012 -3.5234 2.4766
C 1.3761 -3.9620 3.7893
C 0.8592 -3.1449 4.7829
C 0.3274 -1.9083 4.4571
C 0.3171 -1.4761 3.1373
H -1.4125 -0.3259 2.6429
H -0.1608 0.6072 3.4556
H 1.8735 -1.9614 0.2433
H 0.1285 -2.2815 0.1463
H 1.8232 -4.1502 1.7050
H 1.7696 -4.9367 4.0387
H 0.8693 -3.4692 5.8135
H -0.0834 -1.2747 5.2298
O -1.6482 -2.5252 -1.1376
C -1.4191 -2.8625 -2.3129
O -0.7263 -2.1836 -3.0992
H -1.8216 -3.8264 -2.6833
```


Entry 4:
Density functional theory data (wB97M-V/def2-TZVPD) for C16H13BN2O3 in the gas phase.

Its energy above the lowest of the compared OMol25 structures with the same formula, charge and spin is 358.1 kJ/mol. As for the multiplicity: 1. As for the SMILES: OB(O)c1cccc(/N=N/c2ccc(O)c3ccccc23)c1. Its HOMO energy is -7.479 eV. For the LUMO energy, the calculation gives -0.69 eV. The largest force on an atom comes out at 0.1015 hartree/bohr.

Geometry as XYZ:
```
35
C16H13BN2O3 | the OMol25 dataset | wB97M-V/def2-TZVPD
O 3.5602 2.1862 -5.3525
B 3.2865 2.4139 -4.0423
O 3.9737 3.4369 -3.4134
C 2.5538 1.2812 -3.2749
C 2.2188 0.1165 -3.9692
C 1.5831 -0.9483 -3.2615
C 1.3450 -0.8690 -1.9132
C 1.6490 0.3303 -1.2589
N 1.0544 0.5101 0.0283
N 0.1421 -0.3065 0.3664
C -0.5228 -0.2613 1.5532
C -0.2048 0.7930 2.4899
C -1.1197 1.0712 3.4841
C -2.1636 0.2695 3.8722
O -2.9417 0.7563 4.8812
C -2.3995 -0.8853 3.0574
C -3.5929 -1.6648 3.2398
C -3.8057 -2.7910 2.4542
C -2.8607 -3.1162 1.5044
C -1.8251 -2.2748 1.1974
C -1.6106 -1.1125 1.8976
C 2.2012 1.4310 -1.9629
H 4.0071 2.9714 -5.7150
H 4.5097 4.1220 -3.8350
H 2.3747 0.0737 -4.9520
H 1.2891 -1.7554 -3.8064
H 0.8250 -1.6682 -1.4304
H 0.4642 1.5465 2.2270
H -0.8997 1.9585 4.0881
H -2.4976 1.3612 5.5748
H -4.2450 -1.4036 3.9745
H -4.7490 -3.3976 2.4092
H -2.8769 -4.1120 1.0450
H -1.2793 -2.3568 0.2315
H 2.5572 2.2939 -1.3884
```


Entry 5:
Density functional theory data (wB97M-V/def2-TZVPD) for C16H13BrF3IN2O4 in the gas phase.

Its energy above the lowest of the compared OMol25 structures with the same formula, charge and spin is 0.0 kJ/mol. As for the multiplicity: 1. As for the SMILES: O=C(NOC[C@@H](O)CO)c1cc(Br)c(F)c(F)c1Nc1ccc(I)cc1F. Its HOMO energy is -8.441 eV. For the LUMO energy, the calculation gives 0.37 eV. The largest force on an atom comes out at 0.0191 hartree/bohr.

Geometry as XYZ:
```
40
C16H13BrF3IN2O4 | the OMol25 dataset | wB97M-V/def2-TZVPD
O -1.3316 0.9203 -0.0066
C -0.1451 1.1688 -0.0735
N 0.7594 1.0331 0.9166
O 0.6823 0.3315 2.1345
C -0.5840 0.2666 2.7625
C -1.4484 -0.9072 2.2685
O -1.0194 -2.1426 2.7793
C -2.9311 -0.6328 2.5754
O -3.3534 0.6075 2.0842
C 0.4943 1.7782 -1.2904
C -0.0549 2.9399 -1.8070
C 0.5172 3.5701 -2.8984
Br -0.2124 5.1737 -3.5829
C 1.6548 3.0254 -3.4867
F 2.2381 3.6291 -4.5244
C 2.1744 1.8391 -2.9997
F 3.2671 1.2954 -3.5757
C 1.6010 1.1724 -1.9098
N 2.1606 -0.0023 -1.4582
C 1.4043 -1.0799 -0.9599
C 1.9202 -1.8821 0.0547
C 1.1922 -2.9355 0.5720
C -0.0739 -3.2011 0.0795
I -1.1976 -4.7836 0.8799
C -0.6081 -2.4380 -0.9437
C 0.1391 -1.3960 -1.4576
F -0.3661 -0.6844 -2.4844
H 1.7300 1.2547 0.7520
H -0.3375 0.1262 3.8193
H -1.1315 1.2058 2.6424
H -1.3304 -0.9958 1.1843
H -1.1937 -2.1808 3.7271
H -3.0910 -0.6061 3.6593
H -3.5304 -1.4548 2.1568
H -3.0274 0.7082 1.1768
H -0.9319 3.3598 -1.3400
H 3.0455 -0.2499 -1.8819
H 2.9025 -1.6635 0.4435
H 1.6017 -3.5342 1.3687
H -1.5847 -2.6352 -1.3565
```


Entry 6:
Density functional theory data (wB97M-V/def2-TZVPD) for a molecular structure, C16H13BrN3O3RuSe.

Its energy above the lowest of the compared OMol25 structures with the same formula, charge and spin is 0.0 kJ/mol. As for the multiplicity: 2. Its HOMO energy (spin up / spin down) is -8.200 / -7.986 eV. For the LUMO energy (spin up / spin down), the calculation gives -1.28 / -1.03 eV. Its expectation value of S² is 0.81. The largest force on an atom comes out at 0.0444 hartree/bohr.

Geometry as XYZ:
```
38
C16H13BrN3O3RuSe | the OMol25 dataset | wB97M-V/def2-TZVPD
Ru -1.2150 -0.2607 -1.1737
O 2.3798 1.3023 -2.2485
C 1.2001 1.0722 -2.0969
O 0.6188 -0.0868 -2.1412
C 0.2331 2.2020 -1.8596
C 0.6286 3.5246 -1.8536
C -0.3346 4.5000 -1.6602
C -1.6585 4.1202 -1.4920
C -1.9739 2.7739 -1.4988
N -1.0395 1.8400 -1.6827
H 1.6767 3.7503 -1.9862
H -0.0586 5.5461 -1.6351
H -2.4392 4.8533 -1.3478
H -2.9865 2.4182 -1.3632
Br -3.5584 -0.3796 -1.6605
O -0.8373 -2.3319 -1.5576
N 0.4463 -2.6664 -1.4357
C 1.2090 -2.7287 -2.5347
C 2.5369 -3.0778 -2.4430
C 3.0880 -3.3565 -1.2032
C 2.2767 -3.2828 -0.0815
C 0.9519 -2.9393 -0.2255
H 0.7092 -2.4729 -3.4541
H 3.1343 -3.1075 -3.3419
H 4.1311 -3.6247 -1.1112
H 2.6621 -3.4800 0.9079
H 0.2491 -2.8592 0.5871
Se -0.1565 0.1570 0.9209
C -0.7989 -0.0398 2.7135
C -0.5523 -1.1983 3.4367
C -0.9589 -1.2466 4.7618
N -1.5751 -0.2417 5.3802
C -1.7983 0.8651 4.6744
C -1.4328 1.0189 3.3451
H -0.0458 -2.0390 2.9830
H -0.7871 -2.1364 5.3577
H -2.2978 1.6701 5.2020
H -1.6267 1.9425 2.8178
```


> The highest largest force on an atom belongs to which entry?

C16H12N3O11PS


> Number 6 is which compound?

C16H13BrN3O3RuSe


> Among the records above, which one has the highest largest force on an atom?

C16H12N3O11PS


> Among the records above, which one has the lowest largest force on an atom?

C16H12N3OPtS2